# 1
{"formula": "C26H26BrClCuNO10P", "method": "ωB97M-V/def2-TZVPD", "spin_multiplicity": 2, "lumo_ev": [-0.79, -0.79], "s_squared": 0.752, "gap_ev": [7.777, 7.779], "elements": ["Cu", "O", "C", "O", "C", "C", "C", "C", "C", "N", "C", "O", "O", "H", "H", "H", "H", "H", "C", "P", "C", "C", "O", "H", "H", "H", "H", "H", "H", "H", "H", "H", "C", "C", "C", "C", "Cl", "C", "C", "C", "O", "C", "C", "O", "O", "H", "H", "H", "H", "H", "H", "H", "H", "Br", "C", "C", "C", "C", "C", "C", "C", "O", "O", "H", "H", "H", "H"], "xyz": [[1.173335, 0.204375, -0.776638], [-3.141862, 0.135756, -2.755510], [-1.866561, 0.514630, -2.639887], [-1.495899, 1.573763, -2.218166], [-0.913607, -0.488169, -3.239141], [-1.331420, -1.379264, -4.222528], [-0.380039, -2.130418, -4.885022], [0.959481, -1.939433, -4.574062], [1.273883, -1.041788, -3.568619], [0.357408, -0.360409, -2.886567], [2.672843, -0.692799, -3.162031], [3.679062, -1.006545, -3.974319], [2.896963, -0.089125, -2.142292], [-3.693090, 0.776613, -2.270907], [-2.383547, -1.460471, -4.449291], [-0.668638, -2.835506, -5.652141], [1.717421, -2.512587, -5.092371], [3.370797, -1.447473, -4.775736], [5.031629, 2.887413, -0.552904], [4.000957, 1.716045, 0.349440], [4.103906, 2.224942, 2.074627], [4.867830, 0.141987, 0.255171], [2.594304, 1.738736, -0.180202], [6.046980, 2.891981, -0.156200], [4.600303, 3.884318, -0.468496], [5.053175, 2.599581, -1.603911], [5.134083, 2.452900, 2.347724], [3.730631, 1.426916, 2.715078], [3.479010, 3.106793, 2.214307], [5.783123, 0.199737, 0.844777], [5.106462, -0.077823, -0.783750], [4.231941, -0.655945, 0.638293], [-5.257095, -1.091238, 1.949147], [-5.012656, -0.069208, 0.873907], [-5.973980, 0.165868, -0.103962], [-5.764085, 1.116927, -1.087371], [-6.991408, 1.385147, -2.292929], [-4.602475, 1.871418, -1.116856], [-3.632883, 1.639250, -0.153062], [-3.829664, 0.672827, 0.822762], [-2.847585, 0.512726, 1.771219], [-2.083513, -0.670100, 1.595597], [-1.250702, -0.610815, 0.313670], [-1.466526, -1.422095, -0.580390], [-0.374675, 0.325293, 0.296721], [-6.304196, -1.086165, 2.250391], [-4.641638, -0.888838, 2.823175], [-5.020867, -2.095704, 1.591652], [-6.902092, -0.391336, -0.090780], [-4.464772, 2.634034, -1.871025], [-2.708231, 2.200426, -0.147146], [-2.713897, -1.557956, 1.539286], [-1.416930, -0.733722, 2.457113], [0.607043, 2.528204, 3.845511], [0.867546, 0.648864, 3.726978], [0.603120, -0.138078, 4.833250], [0.810104, -1.508442, 4.736858], [1.277279, -2.064395, 3.557740], [1.519330, -1.263162, 2.443860], [1.310793, 0.106813, 2.531954], [2.029085, -1.953534, 1.193736], [2.636943, -3.005849, 1.332218], [1.797640, -1.418277, 0.048260], [0.250549, 0.312201, 5.750639], [0.603891, -2.138417, 5.592358], [1.467869, -3.124612, 3.473478], [1.487814, 0.753221, 1.683319]], "forces_ev_per_a": [[0.033, -0.274, 0.033], [0.700, -0.465, -0.395], [-0.343, -0.259, -0.154], [0.181, 0.079, 0.086], [-0.041, 0.064, -0.020], [0.017, -0.004, 0.058], [0.035, 0.054, 0.028], [-0.070, -0.048, 0.004], [-0.025, -0.112, 0.035], [0.096, 0.241, -0.073], [0.027, 0.014, 0.098], [0.020, -0.087, -0.003], [-0.083, -0.036, -0.079], [-0.057, -0.024, -0.014], [-0.007, 0.002, -0.003], [-0.006, -0.020, 0.015], [0.013, 0.006, 0.008], [-0.024, 0.037, 0.033], [-0.045, -0.065, 0.007], [0.179, 0.175, 0.002], [-0.098, -0.026, -0.099], [-0.154, 0.073, -0.047], [-0.309, -0.180, 0.097], [0.011, 0.014, -0.015], [0.002, 0.007, 0.008], [-0.004, 0.002, -0.003], [0.016, -0.009, -0.011], [-0.036, -0.004, 0.036], [0.009, 0.003, 0.039], [0.015, -0.005, -0.001], [-0.007, -0.034, 0.008], [0.022, -0.029, 0.009], [-0.005, 0.025, -0.023], [0.025, -0.035, -0.042], [-0.001, -0.001, -0.019], [-0.140, 0.010, 0.056], [0.033, -0.009, 0.013], [-0.313, 0.332, 0.300], [-0.016, 0.103, 0.357], [0.044, 0.165, -0.034], [-0.297, 0.084, 0.116], [0.299, -0.111, -0.025], [-0.182, -0.357, -0.112], [0.117, 0.048, -0.109], [0.176, 0.556, -0.136], [-0.008, 0.006, -0.016], [-0.003, 0.007, 0.013], [0.012, 0.004, 0.005], [0.005, 0.002, -0.007], [-0.008, 0.090, -0.006], [-0.018, -0.045, -0.010], [-0.039, 0.018, 0.031], [-0.037, -0.007, -0.014], [0.004, -0.024, -0.023], [0.012, 0.055, -0.022], [0.008, -0.012, -0.006], [-0.043, 0.016, 0.014], [-0.022, 0.039, -0.010], [-0.022, -0.116, 0.152], [0.120, 0.088, -0.027], [-0.003, -0.181, 0.012], [0.017, 0.039, 0.017], [0.227, 0.194, -0.298], [-0.017, -0.005, 0.002], [0.019, -0.010, 0.006], [0.001, -0.021, -0.004], [-0.012, -0.038, 0.162]]}

***

# 2
{"formula": "C26H26BrN6RhSTe", "method": "ωB97M-V/def2-TZVPD", "spin_multiplicity": 5, "lumo_ev": [0.35, -2.09], "s_squared": 6.017, "gap_ev": [7.508, 6.302], "elements": ["Rh", "C", "C", "C", "C", "C", "N", "H", "H", "H", "H", "H", "H", "H", "H", "H", "N", "C", "S", "N", "C", "C", "C", "C", "C", "C", "H", "H", "H", "H", "H", "H", "H", "H", "N", "C", "N", "C", "N", "Te", "C", "C", "C", "C", "C", "C", "H", "H", "H", "H", "H", "Br", "C", "C", "C", "C", "C", "C", "H", "H", "H", "H"], "xyz": [[-0.140227, 0.305006, 0.144857], [-5.218008, 1.830999, -2.135535], [-4.815822, 1.511761, -0.693808], [-4.639218, 2.790109, 0.133888], [-5.838624, 0.580507, -0.032148], [-3.511814, 0.815960, -0.714294], [-2.479177, 0.317069, -0.710067], [-6.200358, 2.304614, -2.126245], [-5.279003, 0.924073, -2.736670], [-4.507585, 2.513469, -2.601917], [-5.607382, 3.286630, 0.213272], [-3.933672, 3.474585, -0.337081], [-4.279245, 2.561861, 1.137478], [-6.814090, 1.068091, -0.052101], [-5.568978, 0.381343, 1.004738], [-5.909709, -0.373594, -0.554384], [-0.819513, -1.150094, -2.918298], [0.365613, -0.574050, -2.662784], [0.432012, 1.106242, -2.388098], [1.423541, -1.402777, -2.620570], [2.803599, -1.113240, -2.406847], [3.433903, 0.018150, -2.909430], [4.794953, 0.183640, -2.690070], [5.529019, -0.767299, -1.996056], [4.894097, -1.903166, -1.516391], [3.534581, -2.074312, -1.718842], [-1.621121, -0.574801, -2.699175], [-0.961111, -2.140462, -2.760436], [1.203519, -2.386678, -2.551948], [2.878294, 0.751933, -3.468501], [5.281127, 1.068561, -3.079221], [6.588481, -0.624358, -1.830716], [5.448872, -2.650971, -0.965909], [3.030118, -2.950354, -1.327631], [-4.260146, -2.949288, -0.619154], [-3.110600, -3.062175, -0.650935], [-1.800215, -3.237500, -0.772861], [-0.985527, -2.483963, -0.150613], [-0.143182, -1.848621, 0.370523], [2.432261, 1.186364, 0.540711], [3.831609, -0.224516, 1.134034], [3.393221, -1.495108, 1.512658], [4.311425, -2.437631, 1.949197], [5.662549, -2.117137, 2.000281], [6.099569, -0.855684, 1.616970], [5.187413, 0.095833, 1.184255], [2.338015, -1.737932, 1.461110], [3.972109, -3.420456, 2.249286], [6.377263, -2.853055, 2.345536], [7.153015, -0.611552, 1.659097], [5.528381, 1.078968, 0.887708], [-2.955276, 2.785467, 5.802911], [-2.201471, 2.160813, 4.181335], [-2.607498, 0.942032, 3.666468], [-2.049265, 0.496864, 2.472709], [-1.079329, 1.233602, 1.791419], [-0.696141, 2.454603, 2.348669], [-1.252468, 2.931543, 3.530318], [-3.350418, 0.351636, 4.186103], [-2.389719, -0.452786, 2.071153], [0.045899, 3.078032, 1.857433], [-0.948547, 3.883202, 3.944622]], "forces_ev_per_a": [[0.203, 0.499, 0.012], [-0.026, 0.019, -0.016], [0.223, -0.218, 0.134], [-0.036, 0.052, -0.007], [-0.034, -0.046, -0.031], [-0.164, 0.172, -0.034], [0.025, -0.260, -0.148], [0.005, 0.016, -0.015], [-0.020, -0.012, 0.008], [0.012, -0.003, -0.001], [0.010, 0.025, 0.011], [0.008, -0.009, -0.013], [-0.006, -0.015, 0.009], [-0.009, 0.001, 0.024], [0.010, 0.000, 0.006], [0.026, 0.000, -0.002], [-0.072, 0.065, 0.055], [-0.035, -0.140, 0.088], [-0.118, -0.024, 0.193], [0.147, 0.094, -0.034], [-0.220, -0.092, 0.015], [0.055, -0.069, 0.004], [-0.009, 0.016, 0.010], [-0.049, -0.012, -0.052], [-0.043, -0.042, -0.106], [0.093, -0.002, -0.005], [0.010, -0.016, -0.041], [0.044, -0.027, -0.051], [-0.007, 0.005, -0.098], [-0.028, 0.032, -0.016], [0.018, 0.000, 0.002], [0.004, -0.001, 0.001], [0.001, 0.008, -0.002], [0.002, -0.003, 0.022], [-0.107, 0.034, 0.000], [0.028, 0.031, 0.022], [-0.074, -0.177, -0.309], [0.114, 0.034, 0.315], [0.000, -0.006, -0.107], [0.120, 0.259, -0.075], [-0.109, -0.152, 0.135], [0.044, -0.025, 0.047], [-0.001, 0.049, -0.024], [0.003, -0.012, 0.015], [-0.019, 0.016, 0.002], [-0.008, -0.092, 0.084], [0.003, -0.003, -0.001], [0.001, -0.009, 0.011], [0.014, -0.002, -0.002], [0.013, 0.007, 0.004], [-0.018, 0.025, -0.008], [-0.042, 0.035, 0.078], [0.047, 0.006, -0.073], [0.014, 0.014, -0.045], [-0.095, -0.033, -0.039], [0.042, 0.029, 0.099], [0.020, 0.059, -0.069], [-0.059, -0.060, -0.011], [0.004, -0.013, 0.002], [0.011, -0.001, 0.024], [0.028, -0.041, 0.010], [0.009, 0.014, -0.007]]}

***

One value per record, in order, for energy relative to the best compared isomer or geometry (same formula, charge and spin): 93.3 0.0 kJ/mol.